Entry from OMol25: a cluster of 2 separate species, C21H31N2 in total at a distorted geometry (wB97M-V/def2-TZVPD).

* HOMO: -0.363 Eh
* gap between HOMO and LUMO: 5.320 eV
* LUMO: -4.6 eV

The geometry in ORCA input format:
```
! wB97M-V def2-TZVPD RIJCOSX def2/J DEFGRID3
* xyz 1 1
C -3.25802 -2.16548 0.90392
C -2.70654 -3.48048 0.34839
C -1.18112 -3.61582 0.47194
C -0.43153 -2.30539 0.41679
N 0.91924 -2.42804 0.47244
C 1.59769 -3.69866 0.57790
C 3.09123 -3.37142 0.63191
C 3.21848 -1.84663 0.67765
C 1.78977 -1.28981 0.52705
C -1.04531 -1.07750 0.32414
C -2.51849 -0.93111 0.34738
H -4.32949 -2.09002 0.68610
H -3.14957 -2.17622 1.99380
H -3.17298 -4.32338 0.87063
H -2.97422 -3.55998 -0.71259
H -0.96111 -4.12047 1.42966
H -0.83968 -4.29103 -0.33205
H 1.29005 -4.23486 1.49243
H 1.37078 -4.36217 -0.27271
H 3.53686 -3.83023 1.51269
H 3.59014 -3.77157 -0.25224
H 3.63125 -1.50658 1.62818
H 3.85540 -1.46261 -0.12094
H 1.70394 -0.68925 -0.38738
H 1.54295 -0.61404 1.35963
H -0.46343 -0.23701 -0.03540
H -2.88396 -0.74926 -0.67846
H -2.80785 -0.03838 0.91930
C 3.45473 1.41729 -2.75589
N 2.08969 1.80782 -2.43010
C 1.39759 2.66274 -3.38130
C 1.56837 1.53425 -1.23354
C 0.24299 1.77969 -0.88256
C -0.32332 1.47315 0.37912
C -1.30541 2.41925 0.90145
C -1.21484 2.84438 2.24730
C -1.95217 3.93103 2.70677
C -2.82186 4.60442 1.83980
C -2.95869 4.17490 0.51241
C -2.21681 3.08806 0.04815
H 3.66853 1.76942 -3.76854
H 4.18013 1.84977 -2.04916
H 3.55146 0.32192 -2.71879
H 2.01987 2.70519 -4.27765
H 0.41674 2.24542 -3.63921
H 1.25389 3.68509 -2.99773
H 2.26918 1.12595 -0.48786
H -0.39182 2.26839 -1.62364
H 0.30043 1.01625 1.15837
H -0.50355 2.33576 2.90173
H -1.82086 4.27886 3.73275
H -3.39889 5.45565 2.19333
H -3.61561 4.70402 -0.18114
H -2.30427 2.76874 -0.99421
*
```

Entry from OMol25: an isolated molecule of C18H24FN3O3S2 at a distorted geometry (wB97M-V/def2-TZVPD).

* HOMO: -0.317 Eh
* gap between HOMO and LUMO: 9.139 eV
* LUMO: 0.5 eV
* SMILES string: CSCC[C@H](NC(=O)OC(C)(C)C)c1nnc(SCc2ccc(F)cc2)o1

The geometry in ORCA input format:
```
! wB97M-V def2-TZVPD RIJCOSX def2/J DEFGRID3
* xyz 0 1
C -2.28459 -1.31177 -3.17556
H -1.42049 -1.94022 -3.37154
H -2.67408 -0.89339 -4.09948
H -3.05675 -1.88612 -2.67561
S -1.82699 0.03641 -2.05099
C -0.57727 0.84335 -3.12400
C -0.10423 2.18100 -2.57475
H -0.91366 2.91028 -2.61347
H 0.72170 2.52991 -3.19661
C 0.36509 2.10051 -1.11066
C -0.82551 2.10476 -0.21133
N -1.87782 2.84708 -0.30030
N -2.70631 2.49873 0.70264
C -2.10981 1.55499 1.35890
S -2.71957 0.70991 2.73121
C -1.36780 -0.51529 2.97890
C -1.15669 -1.39452 1.78716
C -2.22123 -2.09243 1.22764
C -2.03210 -2.89776 0.12124
C -0.76413 -2.99279 -0.42305
C 0.31294 -2.31191 0.11172
C 0.10645 -1.51251 1.22204
H 0.93980 -0.96954 1.64149
H 1.29191 -2.40043 -0.33272
F -0.57251 -3.76640 -1.51357
H -2.85005 -3.44415 -0.32039
H -3.20662 -1.99184 1.65743
H -1.70454 -1.08894 3.84344
H -0.46312 0.03341 3.23859
O -0.89415 1.25826 0.84423
N 1.18960 0.94717 -0.85710
C 2.41602 1.05689 -0.28097
O 2.98191 2.10585 -0.09660
O 2.87826 -0.17074 0.00780
C 4.20120 -0.34591 0.57600
C 5.26380 0.20138 -0.37538
H 6.25294 -0.01751 0.01647
H 5.16200 -0.26034 -1.35528
H 5.15503 1.27714 -0.48062
C 4.34311 -1.86169 0.72398
H 3.56302 -2.25209 1.37289
H 5.31132 -2.10163 1.15265
H 4.25941 -2.34166 -0.24764
C 4.28366 0.33642 1.94103
H 4.14681 1.40878 1.83212
H 3.51433 -0.05315 2.60512
H 5.25681 0.14861 2.38541
H 0.73760 0.04427 -0.83487
H 0.98338 2.97962 -0.88238
H 0.25724 0.14721 -3.22596
H -1.04418 0.98972 -4.09842
*
```

Entry from OMol25: a cluster of 2 separate species, C3H6N5O2 in total at a distorted geometry (wB97M-V/def2-TZVPD).

* HOMO (alpha / beta): -0.501 / -0.501 Eh
* gap between HOMO and LUMO (alpha / beta): 5.430 / 5.423 eV
* LUMO (alpha / beta): -8.2 / -8.2 eV

The geometry in ORCA input format:
```
! wB97M-V def2-TZVPD RIJCOSX def2/J DEFGRID3
* xyz 1 1
C -0.81790 1.54458 -0.34003
C -0.26870 0.97110 0.94727
C 0.14564 -0.36010 0.46210
N -0.70810 0.66284 -1.31280
N -0.12048 -0.44341 -0.78965
N 1.90092 -2.47512 1.97845
N -1.33537 2.74090 -0.50185
N 0.16610 -1.66151 -1.72862
O 0.79265 -2.47673 -1.17368
O -0.28651 -1.52942 -2.78788
H 0.58056 1.52630 1.35651
H -1.00560 0.89682 1.75113
H 1.33218 -3.31071 1.91348
H 2.71894 -2.49529 1.37958
H -1.41079 3.39988 0.25735
H -1.68353 3.00989 -1.41136
*
```

Entry from OMol25: an isolated molecule of C2H5N3 at a distorted geometry (wB97M-V/def2-TZVPD).

* HOMO (alpha / beta): -0.282 / -0.294 Eh
* gap between HOMO and LUMO (alpha / beta): 7.961 / 8.161 eV
* LUMO (alpha / beta): 0.3 / 0.2 eV

The geometry in ORCA input format:
```
! wB97M-V def2-TZVPD RIJCOSX def2/J DEFGRID3
* xyz 0 1
C 0.99228 -1.08041 -1.12187
C -0.94844 1.08417 0.90759
N -0.10017 0.19136 0.42566
N 0.58784 0.22633 -0.65882
N -0.99634 1.95940 1.77843
H -1.88677 2.43615 1.89127
H -0.98336 -0.53945 0.58755
H 1.19670 -1.01646 -2.19436
H 0.23293 -1.86841 -1.00625
H 1.90532 -1.39268 -0.60921
*
```

Entry from OMol25: a cluster of 2 separate species, BrNO2S in total at a distorted geometry (wB97M-V/def2-TZVPD).

* HOMO (alpha / beta): -0.338 / -0.338 Eh
* gap between HOMO and LUMO (alpha / beta): 8.026 / 8.023 eV
* LUMO (alpha / beta): -1.2 / -1.2 eV

The geometry in ORCA input format:
```
! wB97M-V def2-TZVPD RIJCOSX def2/J DEFGRID3
* xyz 0 1
N -1.74916 1.20000 -0.51284
O 1.63529 0.44812 -0.72656
O 0.67580 -0.97819 1.00444
S 1.83938 -0.36702 0.41993
Br -2.40131 -0.30291 -0.18496
*
```

Asked for E across the records above, the calculation gives -927.9872; -1986.5575; -541.5381; -243.2957; -3177.2808 Ha in order.